Here is the ion C5H8N with charge +1 from the OMol25 dataset. Energies are from ωB97M-V/def2-TZVPD.

Each line ends with the Mulliken charge.
Geometry (Å):
C (1.93, 0.08, 0.05)  0.5650
C (-0.60, -0.16, -0.24)  -0.5048
C (-1.70, 0.51, 0.62)  -0.1789
C (3.29, 0.19, 0.20)  -0.9992
C (-2.93, 0.11, -0.01)  -0.7975
N (0.79, 0.02, -0.13)  0.1915
H (-0.79, -1.25, -0.06)  0.3432
H (-0.91, 0.01, -1.24)  0.4052
H (3.78, -0.73, 0.61)  0.3356
H (3.54, 1.03, 1.02)  0.3312
H (3.68, 0.54, -0.73)  0.3129
H (-2.90, -0.44, -0.98)  0.2768
H (-3.74, 0.82, 0.34)  0.3644
H (-3.43, -0.74, 0.55)  0.3545

Its energy relative to the best compared isomer or geometry (same formula, charge and spin) is 130.0 kcal per mole. Its total charge is +1. The calculation puts the HOMO energy at -12.96 eV. Its lowest unoccupied orbital energy is -4.2314 eV. The orbital gap comes out at 0.321 Eh. The total energy is -249.61797 a.u.